Model A:
# CH2NO3S

An isolated ion of composition CH2NO3S and charge -1 (ωB97M-V with the def2-TZVPD basis set, the OMol25 dataset).

- HOMO-LUMO gap (eV) = 7.381
- M (u) = 108.10
- HOMO (Eh) = -0.130
- net charge = -1

Geometry (Å):
C  -2.2834  -0.0467  0.0678
N  0.1996  1.1405  0.4406
O  -2.9676  0.8139  -0.3942
O  -2.2759  -1.0816  0.7113
O  0.3024  -1.2232  -0.8372
S  -0.4161  0.3651  -0.7428
H  1.1045  1.3605  0.1154
H  -0.2583  -2.0083  -0.6965

Model B:
# CH2NO3S

An isolated ion of composition CH2NO3S and charge -1 (ωB97M-V with the def2-TZVPD basis set, the OMol25 dataset).

- HOMO-LUMO gap (alpha / beta) (eV) = 6.982 / 6.983
- M (u) = 108.10
- HOMO (alpha / beta) (Eh) = -0.122 / -0.122
- SMILES string = [O-]/N=C/SOO
- net charge = -1

Geometry (Å):
C  -1.0066  0.0106  -0.6994
N  -1.7491  -0.0624  0.4173
O  -2.8740  -0.6253  0.3585
O  2.4203  -0.4883  0.5351
O  1.1944  0.5576  0.5992
S  0.3967  1.0091  -0.6291
H  2.8213  0.0330  1.2209
H  -1.2029  -0.4343  -1.8024

Model C:
# CH2NO3S

CH2NO3S as an isolated structure (ωB97M-V with the def2-TZVPD basis set, the OMol25 dataset).

- HOMO-LUMO gap (eV) = 7.166
- M (u) = 108.10
- HOMO (Eh) = -0.114
- net charge = -1

Geometry (Å):
C  0.4065  -0.8984  0.1743
N  1.2350  0.0339  0.2212
O  -0.6311  1.5451  0.2997
O  0.3131  -2.1021  -0.0291
O  -2.2356  0.0896  -0.9831
S  -1.5167  0.2235  0.3111
H  2.0347  0.0162  -0.2225
H  0.3940  1.0922  0.2284

What is the stability order? It is model A, model C, model B, from most stable to least stable.

Model A:
# C39H24Cl2F15GeNORuSSb2

C39H24Cl2F15GeNORuSSb2 as an isolated structure (ωB97M-V with the def2-TZVPD basis set, the OMol25 dataset).

- HOMO-LUMO gap (alpha / beta) (eV) = 6.863 / 5.007
- M (u) = 1327.77
- spin multiplicity = 5
- HOMO (alpha / beta) (Eh) = -0.491 / -0.496
- <S²> = 6.05
- net charge = +2

Geometry (Å):
Ru  -0.1332  -0.8474  -0.4660
C  0.3476  -1.6995  3.2810
Sb  -1.0870  -1.8564  1.7342
C  -2.9385  -1.1550  2.4575
C  -1.4092  -3.9788  1.8287
C  -2.6766  -4.4202  1.1695
C  -3.8408  -4.4785  1.9355
C  -5.0549  -4.8404  1.3777
C  -5.1223  -5.1610  0.0275
C  -3.9689  -5.1327  -0.7400
C  -2.7420  -4.7715  -0.1897
C  -1.5280  -4.8090  -1.0665
Sb  -1.0381  -2.9033  -1.8895
C  0.3767  -3.4676  -3.3701
C  -2.7549  -2.5142  -3.0600
H  -0.1141  -2.0101  4.2170
H  0.7380  -0.6914  3.3761
H  1.1621  -2.3770  3.0233
H  -2.9388  -1.2320  3.5427
H  -3.7118  -1.7958  2.0352
H  -3.0976  -0.1245  2.1573
H  -1.4531  -4.1604  2.9033
H  -0.5131  -4.4703  1.4505
H  -3.7885  -4.2509  2.9926
H  -5.9396  -4.8867  1.9962
H  -6.0611  -5.4551  -0.4191
H  -4.0145  -5.4253  -1.7798
H  -1.7034  -5.4288  -1.9450
H  -0.6402  -5.1907  -0.5631
H  0.0192  -4.3775  -3.8483
H  1.3475  -3.6624  -2.9172
H  0.4726  -2.6854  -4.1207
H  -2.9151  -3.3701  -3.7123
H  -2.6096  -1.6196  -3.6609
H  -3.6157  -2.3807  -2.4083
Cl  4.4929  -3.0705  0.2303
C  4.0161  -2.1192  -1.0874
C  4.8881  -1.8467  -2.1294
C  4.4949  -1.0564  -3.1973
Cl  5.6020  -0.7309  -4.4377
C  3.1704  -0.4930  -3.2698
C  2.7187  0.3337  -4.3107
C  1.4333  0.8232  -4.2597
C  0.6075  0.4819  -3.1872
N  1.0136  -0.3029  -2.2000
C  2.2798  -0.7783  -2.2298
C  2.6707  -1.6110  -1.0943
O  1.8416  -1.8696  -0.1843
H  5.8922  -2.2435  -2.1041
H  3.3748  0.5802  -5.1328
H  1.0498  1.4646  -5.0385
H  -0.4063  0.8618  -3.1128
F  2.5150  1.1825  0.1446
C  2.5502  2.3043  -0.6178
C  1.5104  3.2075  -0.5282
C  1.6345  4.3710  -1.2698
F  0.6807  5.2981  -1.2302
C  2.7336  4.6188  -2.0864
F  2.8099  5.7307  -2.7949
C  3.7547  3.6796  -2.1564
F  4.8056  3.8865  -2.9332
C  3.6650  2.5126  -1.4069
F  4.6518  1.6140  -1.4442
Ge  0.0868  2.8694  0.7557
S  -1.1027  1.1319  -0.0674
C  -1.1230  4.3677  0.9442
C  -2.3700  4.4889  0.3527
F  -2.8353  3.5286  -0.4560
C  -3.1762  5.6006  0.5495
F  -4.3632  5.6814  -0.0309
C  -2.7230  6.6377  1.3573
F  -3.4756  7.7038  1.5497
C  -1.4693  6.5544  1.9518
F  -1.0221  7.5433  2.7076
C  -0.6979  5.4271  1.7287
F  0.5267  5.3733  2.2745
C  0.8768  2.4431  2.4778
C  0.1401  1.7902  3.4483
F  -1.1100  1.3732  3.1560
C  0.6171  1.5402  4.7235
F  -0.1264  0.8840  5.6067
C  1.8941  1.9758  5.0598
F  2.3766  1.7456  6.2655
C  2.6597  2.6528  4.1157
F  3.8724  3.0740  4.4276
C  2.1395  2.8758  2.8484
F  2.9004  3.5381  1.9729

Model B:
# C39H24Cl2F15GeNORuSSb2

C39H24Cl2F15GeNORuSSb2 as an isolated structure (ωB97M-V with the def2-TZVPD basis set, the OMol25 dataset).

- HOMO-LUMO gap (alpha / beta) (eV) = 6.343 / 4.185
- M (u) = 1327.77
- spin multiplicity = 5
- HOMO (alpha / beta) (Eh) = -0.477 / -0.478
- <S²> = 6.05
- net charge = +2

Geometry (Å):
Ru  0.7056  -1.4173  -0.3589
C  -0.2324  -3.7059  2.5635
Sb  0.6279  -1.7728  2.1979
C  -0.1477  -0.6942  3.8786
C  2.6183  -2.2634  3.1298
C  3.5216  -1.1163  3.1633
C  3.4091  -0.2030  4.2209
C  4.2311  0.8967  4.3136
C  5.2040  1.1184  3.3341
C  5.3325  0.2364  2.2802
C  4.5157  -0.8903  2.1739
C  4.7139  -1.8208  1.0507
Sb  3.2773  -1.4415  -0.5848
C  4.2106  -2.7288  -2.0310
C  4.0574  0.4809  -1.1627
H  0.0262  -4.0401  3.5659
H  0.1336  -4.4122  1.8197
H  -1.3143  -3.6291  2.4723
H  -0.0029  -1.3087  4.7609
H  -1.2094  -0.5229  3.7243
H  0.3619  0.2573  3.9921
H  2.9785  -3.1209  2.5689
H  2.3166  -2.5611  4.1308
H  2.6666  -0.3862  4.9831
H  4.1245  1.5881  5.1362
H  5.8597  1.9727  3.4066
H  6.0996  0.3966  1.5340
H  4.6097  -2.8687  1.3311
H  5.6791  -1.6710  0.5684
H  5.2572  -2.4553  -2.1264
H  3.7222  -2.6331  -2.9985
H  4.1391  -3.7602  -1.6894
H  5.1402  0.4168  -1.2213
H  3.7685  1.2207  -0.4185
H  3.6641  0.7711  -2.1340
Cl  -2.1615  -5.6743  -0.7202
C  -1.5106  -4.7281  -1.9795
C  -1.7692  -5.0401  -3.3089
C  -1.2657  -4.2840  -4.3534
Cl  -1.6133  -4.7377  -5.9596
C  -0.4620  -3.1335  -4.0926
C  0.0737  -2.2809  -5.0721
C  0.7880  -1.1673  -4.6800
C  0.9890  -0.9247  -3.3217
N  0.5300  -1.7332  -2.3805
C  -0.1949  -2.8165  -2.7372
C  -0.6947  -3.6115  -1.6493
O  -0.3993  -3.2865  -0.4541
H  -2.3797  -5.9042  -3.5227
H  -0.0838  -2.5001  -6.1167
H  1.1911  -0.4748  -5.4016
H  1.5310  -0.0482  -2.9817
F  -0.6517  1.6654  2.2976
C  -0.4941  2.9629  1.9408
C  -1.0836  3.3592  0.7558
C  -0.8884  4.6603  0.3387
F  -1.3984  5.0285  -0.8388
C  -0.1512  5.5620  1.1041
F  0.0252  6.8072  0.6919
C  0.4227  5.1355  2.3042
F  1.1484  5.9714  3.0273
C  0.2575  3.8157  2.7270
F  0.8317  3.3693  3.8453
Ge  -2.0251  1.9320  -0.2487
S  -0.2314  0.6407  -0.4781
C  -2.7438  2.5620  -1.9759
C  -2.3777  2.1526  -3.2406
F  -1.4511  1.1862  -3.3609
C  -2.9456  2.7246  -4.3731
F  -2.5745  2.3140  -5.5830
C  -3.8988  3.7324  -4.2277
F  -4.4307  4.2925  -5.2994
C  -4.2956  4.1486  -2.9522
F  -5.2070  5.0949  -2.8069
C  -3.7103  3.5447  -1.8501
F  -4.0407  3.8885  -0.5950
C  -3.5653  1.2182  0.7816
C  -4.3390  0.2474  0.1698
F  -3.8644  -0.2446  -0.9910
C  -5.5370  -0.1964  0.7114
F  -6.2564  -1.1272  0.0979
C  -5.9708  0.3613  1.9186
F  -7.1095  -0.0369  2.4551
C  -5.2004  1.3351  2.5590
F  -5.5992  1.8556  3.7090
C  -4.0085  1.7559  1.9767
F  -3.2680  2.6926  2.5686

What is the stability order? It is model A, model B, from most stable to least stable.

Model A:
# C5H17N2O

A 2-piece molecular cluster, C5H17N2O overall (ωB97M-V with the def2-TZVPD basis set, the OMol25 dataset).

- HOMO-LUMO gap (eV) = 11.174
- M (u) = 121.20
- HOMO (Eh) = -0.518
- net charge = +1

Geometry (Å):
N  1.4345  0.5773  0.3761
C  0.0767  -0.0574  0.5057
C  -0.7943  0.2387  -0.7025
C  -0.4171  -0.6669  -1.8759
C  -2.2916  0.2155  -0.4016
C  0.2610  -1.5025  1.0266
N  1.6231  -2.0148  0.7343
H  1.3550  1.6360  0.4269
H  2.0171  0.3926  -0.4457
H  2.0669  0.2112  1.0910
H  -0.2891  0.5636  1.3423
H  -0.5562  1.2827  -0.9461
H  0.5716  -0.4897  -2.2903
H  -1.1919  -0.6281  -2.6494
H  -0.4714  -1.7119  -1.5762
H  -2.5229  0.4590  0.6348
H  -2.6958  -0.7833  -0.6116
H  -2.8878  0.8872  -1.0144
H  -0.5042  -2.1800  0.6365
H  0.0720  -1.4326  2.0976
H  1.9218  -2.5881  1.5193
H  1.4919  -2.7165  0.0114
H  0.1756  3.4754  -0.0064
H  0.7162  3.6385  1.4785
O  0.8392  3.1942  0.6391

Model B:
# C5H17N2O

A 2-piece molecular cluster, C5H17N2O overall (ωB97M-V with the def2-TZVPD basis set, the OMol25 dataset).

- HOMO-LUMO gap (eV) = 8.633
- M (u) = 121.20
- HOMO (Eh) = -0.449
- net charge = +1

Geometry (Å):
C  -1.3299  2.0324  -0.1527
C  -1.1876  0.8670  -1.1588
C  0.0958  0.0364  -0.9779
C  -0.3572  -1.4732  -0.9992
C  0.9287  -2.3709  -1.0785
N  1.9986  -1.6646  -0.1255
N  -1.5452  1.5897  1.3397
H  -2.2404  2.6162  -0.4236
H  -0.5575  2.8555  0.0699
H  -1.3862  1.0511  -2.1295
H  -1.9802  0.2087  -1.0949
H  0.7537  0.3107  -1.9093
H  0.4928  0.3379  0.0307
H  -1.0783  -1.4927  -1.8112
H  -0.9401  -1.4889  -0.0602
H  0.6185  -3.4106  -0.5267
H  1.4610  -2.4410  -2.0019
H  1.8869  -0.7252  0.2365
H  2.8310  -1.8211  -0.7346
H  -2.3129  1.0223  1.5729
H  -1.5576  2.5636  2.0096
H  -0.6549  1.0755  1.5623
H  1.6675  0.0241  1.7044
H  1.3114  0.1423  3.1475
O  1.2016  0.6432  2.2576

What is the stability order? It is model A, model B, from most stable to least stable.

Model A:
# C4H7N2O

C4H7N2O as an isolated structure (ωB97M-V with the def2-TZVPD basis set, the OMol25 dataset).

- HOMO-LUMO gap (eV) = 8.030
- M (u) = 99.11
- HOMO (Eh) = -0.482
- net charge = +1

Geometry (Å):
C  0.1335  -1.6369  -0.0821
C  -0.9951  -0.6086  -0.6052
C  1.7533  -0.0208  0.2964
C  0.3469  1.3238  0.3210
N  1.2890  -1.2948  0.3588
N  -0.9265  0.5908  0.2692
O  1.2235  0.8720  -0.6311
H  0.0207  -2.7046  -0.3805
H  -0.7425  -0.1504  -1.6287
H  -2.0142  -0.8962  -0.7017
H  2.2785  0.4196  1.1156
H  0.5944  2.2823  0.7006
H  -1.6509  1.2827  -0.1982
H  -1.3108  0.5412  1.1658

Model B:
# C4H7N2O

An isolated ion of composition C4H7N2O and charge +1 (ωB97M-V with the def2-TZVPD basis set, the OMol25 dataset).

- HOMO-LUMO gap (eV) = 10.549
- M (u) = 99.11
- HOMO (Eh) = -0.545
- SMILES string = C1=[NH+][C@@H]2O[C@@H]2CN1
- net charge = +1

Geometry (Å):
C  -0.9992  1.0192  -0.4668
C  -0.4296  -1.2575  0.1462
C  0.9911  -0.8106  0.1832
C  1.2611  0.6074  0.2527
N  -1.0876  -0.2772  -0.6695
N  0.0280  1.3957  0.3079
O  1.4606  -0.0668  -0.9774
H  -1.7363  1.6605  -0.7407
H  -0.6385  -2.2449  -0.2581
H  -0.8653  -1.1738  1.1296
H  1.7845  -1.6413  0.5670
H  2.1932  1.0752  0.8130
H  -1.9652  -0.6160  -1.0460
H  0.0030  2.3300  0.7587

Model C:
# C4H7N2O

An isolated ion of composition C4H7N2O and charge +1 (ωB97M-V with the def2-TZVPD basis set, the OMol25 dataset).

- HOMO-LUMO gap (eV) = 11.690
- M (u) = 99.11
- HOMO (Eh) = -0.595
- SMILES string = Cc1noc[n+]1C
- net charge = +1

Geometry (Å):
C  -0.2010  -0.5580  -2.2151
C  -0.7250  0.8520  -0.7153
C  -1.0066  1.5592  0.5403
C  0.7769  -1.1749  -0.0756
N  -1.2405  1.2566  -1.8237
N  0.0177  -0.3040  -0.9504
O  -0.9147  0.4025  -2.7493
H  0.0955  -1.3567  -2.7751
H  -0.4643  2.3847  0.6021
H  -2.0329  1.8006  0.5646
H  -0.7322  0.8663  1.4717
H  0.0726  -1.6614  0.5981
H  1.2689  -1.9283  -0.8343
H  1.5548  -0.5502  0.5981

Model D:
# C4H7N2O

An isolated ion of composition C4H7N2O and charge +1 (ωB97M-V with the def2-TZVPD basis set, the OMol25 dataset).

- HOMO-LUMO gap (eV) = 9.085
- M (u) = 99.11
- HOMO (Eh) = -0.550
- SMILES string = [H]/N=C(\O)C(=[NH2+])C=C
- net charge = +1

Geometry (Å):
C  -1.1978  0.3753  0.0109
C  1.7251  1.1687  -0.5029
C  1.3509  -0.0767  -0.2158
C  0.0447  -0.5050  0.0896
N  -1.2964  1.1789  0.9420
N  -0.1800  -1.6524  0.6843
O  -2.0588  0.0306  -0.9747
H  1.0251  1.9818  -0.6237
H  2.6513  1.4322  -0.6392
H  2.0310  -0.9956  0.0072
H  -2.1668  1.7474  1.1728
H  -1.4345  -0.3733  -1.6873
H  0.5453  -2.2531  0.9551
H  -1.0392  -2.0589  0.7819

What is the stability order? It is model B, model D, model C, model A, from most stable to least stable.